Entry 1:
{
  "formula": "C22H25AgAsN2",
  "method": "wB97M-V/def2-TZVPD",
  "relative_energy_ev": 0.4038,
  "molar_mass_da": 500.2,
  "total_charge": 1,
  "largest_force_ev_per_a": 0.8,
  "multiplicity": 1,
  "lumo_ev": -3.2,
  "homo_energy_ev": -11.1996,
  "homo_lumo_gap_ev": 8.0,
  "elements": ["Ag", "C", "C", "C", "C", "N", "N", "H", "H", "H", "H", "H", "H", "H", "H", "H", "H", "H", "H", "C", "C", "C", "C", "C", "C", "As", "C", "C", "C", "C", "C", "C", "C", "C", "C", "C", "C", "C", "H", "H", "H", "H", "H", "H", "H", "H", "H", "H", "H", "H", "H"],
  "positions_angstrom": [[0.24347, 1.15828, 0.88021], [3.29025, 4.88930, -0.78972], [3.17770, 4.25494, 0.60297], [2.84000, 5.33778, 1.62949], [4.49960, 3.58514, 0.98438], [2.06473, 3.28540, 0.68650], [2.14197, 2.13056, -0.17595], [4.01170, 5.70101, -0.76271], [2.33350, 5.30326, -1.10684], [3.63229, 4.17471, -1.53713], [3.63430, 6.07771, 1.66961], [2.72594, 4.90023, 2.61792], [1.91656, 5.84930, 1.36516], [5.26009, 4.35192, 1.10549], [4.85418, 2.90236, 0.21381], [4.40638, 3.04908, 1.92561], [1.21616, 3.79268, 0.43171], [3.02179, 1.66185, 0.04164], [2.20494, 2.39477, -1.16677], [-5.45513, -3.17769, 1.29811], [-4.22588, -3.66638, 1.71030], [-3.09317, -2.87914, 1.58808], [-3.19778, -1.60150, 1.05104], [-4.43644, -1.09924, 0.66497], [-5.56652, -1.89171, 0.79186], [-1.55965, -0.61143, 0.57665], [-0.24974, -2.02578, 0.70082], [0.38145, -2.46533, 1.85329], [1.29072, -3.50827, 1.77608], [1.56672, -4.09357, 0.55023], [0.94678, -3.65338, -0.60633], [0.03062, -2.61156, -0.54414], [-0.69851, -2.02628, -1.66866], [-0.58504, -2.40818, -2.99849], [-1.33167, -1.76159, -3.96770], [-2.20478, -0.74063, -3.62705], [-2.32272, -0.34240, -2.30383], [-1.57101, -0.97698, -1.33033], [-6.33020, -3.80593, 1.36592], [-4.14408, -4.66267, 2.12336], [-2.13188, -3.27103, 1.90223], [-4.51874, -0.09520, 0.25795], [-6.53462, -1.51140, 0.49425], [0.14262, -1.99593, 2.80360], [1.78512, -3.85691, 2.67020], [2.27908, -4.90176, 0.49800], [1.18120, -4.11581, -1.55243], [0.09042, -3.20300, -3.27628], [-1.22976, -2.05319, -5.00151], [-2.78811, -0.24793, -4.39108], [-2.99483, 0.46152, -2.02448]],
  "forces_ev_per_a": [[0.2229, 0.0200, -0.3888], [-0.0393, -0.1893, 0.2072], [0.3341, 0.3431, -0.0676], [0.0111, -0.2445, -0.0843], [-0.3044, 0.0528, -0.0463], [-0.1845, 0.1253, 0.1935], [-0.1776, 0.1207, -0.0199], [0.0920, 0.0667, -0.0582], [-0.0799, 0.0624, -0.0340], [0.0215, -0.0536, -0.1018], [0.0546, 0.0761, -0.0344], [-0.0224, -0.0313, 0.0952], [-0.1274, 0.0815, -0.0133], [0.0925, 0.0259, -0.0154], [0.0439, -0.0915, -0.0717], [-0.0168, -0.0589, 0.1166], [0.1375, -0.2160, 0.0076], [-0.3114, -0.0440, 0.0709], [-0.0666, -0.0991, 0.2491], [-0.0333, -0.0688, 0.0121], [-0.0896, 0.0266, 0.0050], [0.3020, 0.1084, 0.0626], [0.1458, 0.2211, 0.0221], [0.1589, 0.2342, 0.0160], [0.0099, 0.0249, 0.0037], [-0.0538, -0.7323, -0.3622], [0.1785, -0.1775, -0.0106], [-0.1568, 0.2349, 0.0719], [0.0202, 0.0473, 0.1244], [0.0675, -0.0651, 0.0187], [-0.0570, 0.1230, -0.0121], [0.0444, 0.0873, 0.4694], [-0.3135, 0.3629, -0.1190], [0.0248, 0.0294, 0.1093], [-0.0085, -0.0167, -0.0809], [-0.0546, 0.0850, 0.0122], [-0.0326, 0.1399, 0.2472], [0.1392, -0.0512, -0.1779], [-0.0935, -0.0201, 0.0552], [0.0004, -0.0077, -0.0143], [-0.1098, 0.0128, -0.0642], [-0.0402, -0.0973, 0.0206], [0.0304, 0.0256, -0.0353], [0.1175, -0.1156, 0.0052], [0.0345, -0.0566, 0.0513], [0.0723, -0.0989, -0.0187], [0.0274, -0.0771, -0.0904], [0.0426, -0.0802, -0.0632], [-0.0120, -0.0520, -0.0967], [-0.0280, 0.0170, -0.0428], [-0.0128, -0.0094, -0.1234]]
}

Entry 2:
{
  "formula": "C27H35N5O3P2V",
  "method": "wB97M-V/def2-TZVPD",
  "relative_energy_ev": 4.8897,
  "molar_mass_da": 590.5,
  "total_charge": 0,
  "largest_force_ev_per_a": 3.7,
  "multiplicity": 4,
  "lumo_ev": [-0.2, -0.3],
  "homo_energy_ev": [-5.0320, -5.7786],
  "homo_lumo_gap_ev": [4.8, 5.5],
  "elements": ["V", "C", "C", "C", "C", "C", "C", "C", "C", "C", "H", "H", "H", "H", "H", "H", "H", "H", "H", "H", "H", "H", "H", "H", "H", "P", "P", "N", "N", "N", "N", "C", "C", "C", "C", "C", "C", "C", "C", "C", "C", "C", "C", "C", "C", "C", "C", "C", "C", "H", "H", "H", "H", "H", "H", "H", "H", "H", "H", "H", "H", "H", "H", "H", "H", "H", "H", "H", "H", "O", "N", "O", "O"],
  "positions_angstrom": [[1.88091, -0.08670, 1.36163], [3.71693, -0.13402, 1.83160], [3.47792, 0.71661, 0.59767], [3.87261, 0.25491, -0.78047], [3.56734, -1.21422, -1.11968], [2.26894, -1.63403, -0.52882], [2.01704, -2.03973, 0.82337], [3.14348, -2.55782, 1.67837], [4.28275, -1.53449, 1.77907], [-3.10550, -0.73224, 0.46876], [4.01729, 0.34496, 2.76631], [3.64168, 1.80426, 0.61847], [4.95586, 0.42881, -0.87070], [3.37486, 0.86201, -1.56379], [3.49863, -1.28713, -2.23247], [4.43959, -1.87344, -0.89595], [1.73709, -2.30184, -1.22588], [1.12469, -2.65165, 0.88707], [3.52173, -3.47894, 1.21773], [2.78077, -2.86974, 2.67370], [4.83694, -1.75662, 2.70710], [5.00483, -1.66592, 0.96587], [-2.59616, -0.31697, 1.35681], [-3.65724, -1.66582, 0.73349], [-3.84152, 0.02183, 0.15720], [-1.97223, -1.01190, -0.90407], [-1.01630, 1.83834, -0.04002], [-1.58058, -2.72285, -0.56957], [-2.87093, -1.02111, -2.33325], [0.21108, 1.62532, 1.39870], [-0.85633, 3.51724, -0.13177], [-0.34956, -0.39974, -1.45044], [0.14099, 1.05843, -1.19536], [-1.61805, -3.30016, 0.70085], [-1.14239, -4.59295, 0.62272], [-0.70365, -4.80102, -0.72391], [-0.93943, -3.62518, -1.42474], [-4.12009, -1.65851, -2.41495], [-4.56091, -1.55962, -3.72436], [-3.56514, -0.85897, -4.47416], [-2.53584, -0.53080, -3.60522], [-0.18243, 1.00712, 2.57753], [0.92513, 0.95379, 3.44477], [1.96229, 1.74315, 2.86947], [1.52115, 2.14962, 1.58266], [0.13043, 4.45346, -0.12203], [-0.39178, 5.72229, 0.18079], [-1.74252, 5.64507, 0.33875], [-2.15882, 4.23003, 0.23995], [-0.22417, -0.61159, -2.51925], [0.36054, -1.08591, -0.96548], [1.20321, 1.08127, -0.85497], [0.10024, 1.66552, -2.11092], [-2.01468, -2.75695, 1.53797], [-1.12838, -5.31538, 1.41630], [-0.28598, -5.70836, -1.12413], [-0.73309, -3.37174, -2.45892], [-4.59137, -2.05216, -1.52122], [-5.49673, -1.93510, -4.09278], [-3.62205, -0.63433, -5.52370], [-1.62932, 0.03651, -3.75094], [-1.23378, 0.82188, 2.77942], [0.85078, 0.65071, 4.48094], [2.83123, 2.07649, 3.41452], [1.83814, 3.05124, 1.07261], [1.14648, 4.23691, -0.38750], [0.19614, 6.60659, 0.33803], [-2.45833, 6.38825, 0.63978], [-2.92144, 4.02622, -0.50812], [-3.25514, 1.79541, 2.47857], [-3.19008, 2.48717, 1.46645], [-3.72936, 2.27598, 0.38507], [-2.55839, 3.77825, 1.55949]],
  "forces_ev_per_a": [[-3.7293, 0.1720, 0.0966], [2.2821, 1.1130, -0.2948], [1.4265, -0.0789, -0.1728], [1.0373, -0.3990, -0.5090], [0.9716, 0.2113, -0.8421], [-0.6663, -0.3515, 0.1115], [0.0802, -0.9874, 0.3837], [0.4097, -0.7275, 0.1030], [0.4463, -0.6582, 0.3257], [-0.4296, 0.2691, 0.4061], [0.0462, 0.2630, -0.4165], [0.2201, -0.5274, 0.5395], [0.0119, 0.0679, -0.4029], [0.1726, 0.0246, 0.4940], [-0.0741, 0.0569, 0.6711], [-0.5754, 0.3139, 0.1361], [-0.3313, 0.5877, 0.0555], [-0.2088, -0.2723, 0.0786], [0.0991, -0.1902, 0.0548], [0.1029, 0.3353, -0.1674], [-0.0550, 0.2570, -0.2980], [-0.1499, 0.0130, 0.1883], [-0.2411, -0.1850, -0.4235], [0.6674, 0.5408, -0.3842], [0.3994, 0.1422, 0.0585], [0.2833, -2.3495, -0.5868], [1.4691, 0.4865, 1.8672], [0.3832, 1.0821, -0.2949], [-0.5814, -0.3402, 0.1610], [-0.0148, 0.4139, 0.2348], [-2.3720, -0.3684, -0.5315], [0.6650, 1.1824, 0.3414], [0.2417, 0.1969, -0.8619], [-0.1704, -0.8306, -0.2379], [-0.1336, 1.0330, -0.5994], [-0.3767, 1.2551, -0.2148], [-0.1680, -0.6874, 0.4603], [-0.1234, 0.5187, -1.1198], [0.6644, -0.0192, 1.2803], [0.7568, 0.1043, 1.1840], [-0.9303, -0.3737, -0.4338], [1.0960, -0.5096, 0.0805], [-1.1127, 1.0132, -0.4222], [-1.4423, 0.3147, -0.4776], [-1.0554, 0.1590, 1.7681], [0.7051, 0.9946, 0.0395], [0.1337, -0.1682, 0.0436], [-0.0592, -0.2732, 0.3383], [0.6506, -0.6200, 0.7620], [-0.4594, -0.2946, 0.2946], [0.1196, 0.1989, 0.2102], [-0.6097, -0.3676, -0.2765], [-0.0865, -0.2986, -0.0471], [0.0005, -0.0691, 0.0764], [0.0903, 0.0164, 0.1785], [0.0758, 0.0399, -0.0821], [-0.1539, -0.0563, 0.2154], [0.1241, -0.0359, -0.3142], [-0.0944, -0.0711, -0.0464], [0.1234, 0.1303, -0.0440], [-0.1992, -0.1068, -0.1074], [0.1734, -0.3009, -0.2335], [0.2242, -0.2833, -0.2227], [0.1311, -0.1048, -0.3843], [0.1795, -0.7618, -0.3732], [0.1364, -0.1520, -0.0717], [0.2157, 0.1497, -0.2556], [0.1164, 0.2345, -0.0291], [-0.0717, -0.2005, 0.2647], [-0.0101, -0.5392, 2.1645], [1.8927, 0.3567, -0.9367], [-2.1326, -0.4668, -2.2378], [-0.2069, 0.7783, -0.3144]]
}

> What is the multiplicity in the second record?

4

> Which of these has the lowest multiplicity?

C22H25AgAsN2

> Look up the multiplicity of the second one.

4